No. 1
{"formula": "C3H8ClNO2S", "method": "the ωB97M-V functional and the def2-TZVPD basis", "e_above_lowest_kj_mol": 129.5, "charge": 0, "smiles": "CN(C)S(=O)(=O)CCl", "gap_ev": 10.309, "symbols": ["C", "C", "C", "N", "O", "O", "S", "Cl", "H", "H", "H", "H", "H", "H", "H", "H"], "positions_angstrom": [[-0.179, -0.378, -1.226], [1.118, -0.913, 0.656], [-0.973, 2.148, 1.463], [0.119, -0.071, 0.171], [1.544, 2.065, 1.102], [0.285, 2.385, -1.000], [0.415, 1.813, 0.301], [-1.363, 3.845, 1.507], [-0.664, -1.297, -1.239], [-0.879, 0.424, -1.632], [0.809, -0.391, -1.661], [1.634, -0.551, 1.652], [0.834, -1.945, 1.022], [1.954, -1.023, -0.125], [-0.726, 1.782, 2.538], [-1.672, 1.595, 1.008]], "forces_ev_per_a": [[-0.231, 2.862, 0.534], [3.951, -0.918, 2.402], [2.920, 0.782, 1.917], [-1.800, 3.507, 0.233], [1.988, 0.092, 0.606], [-0.541, -0.005, 0.135], [-0.818, -2.885, 0.966], [-0.096, 0.298, -0.054], [-0.729, -1.797, -0.305], [1.142, -1.195, 0.185], [-0.063, -0.174, -1.356], [-0.979, -0.051, -2.044], [-0.477, 1.007, -0.996], [-0.780, -0.139, 1.104], [-0.145, 0.448, -2.227], [-3.340, -1.832, -1.100]]}

No. 2
{"formula": "C4H7ClN2O", "method": "the ωB97M-V functional and the def2-TZVPD basis", "e_above_lowest_kj_mol": 122.7, "charge": 0, "smiles": "[H]/N=C(\\N)O[C@@H](Cl)C=C", "gap_ev": 10.456, "symbols": ["C", "C", "C", "C", "N", "N", "O", "Cl", "H", "H", "H", "H", "H", "H", "H"], "positions_angstrom": [[2.312, 1.549, -0.251], [1.356, 0.654, -0.337], [-1.415, -0.409, 0.061], [0.861, -0.250, 0.761], [-2.677, -0.778, 0.462], [-1.173, -0.224, -1.156], [-0.513, -0.150, 1.053], [1.238, -2.001, 0.356], [2.852, 2.031, -1.081], [2.754, 1.846, 0.698], [0.862, 0.476, -1.272], [1.391, -0.054, 1.723], [-3.147, -0.822, -0.421], [-2.835, -1.402, 1.271], [-1.866, -0.464, -1.866]], "forces_ev_per_a": [[1.477, 0.736, 0.709], [-0.366, -0.704, -0.639], [-0.485, -0.051, -0.174], [0.524, 0.472, 0.602], [0.664, 0.082, 1.324], [1.256, 0.517, -1.231], [-0.552, -0.407, -0.039], [0.013, 0.612, 0.049], [-1.020, -0.210, 0.070], [-0.022, -0.354, 0.173], [0.174, -0.235, -0.294], [-0.539, -0.181, -0.762], [-1.236, -0.792, 0.594], [0.054, 0.602, -1.128], [0.058, -0.087, 0.748]]}

No. 3
{"formula": "C28H47NP3Sr", "method": "the ωB97M-V functional and the def2-TZVPD basis", "e_above_lowest_kj_mol": 79.7, "charge": 1, "gap_ev": 6.417, "symbols": ["Sr", "C", "C", "C", "P", "C", "C", "C", "C", "C", "C", "C", "C", "C", "C", "N", "C", "C", "C", "C", "C", "C", "C", "C", "C", "H", "H", "H", "H", "H", "H", "H", "H", "H", "H", "H", "H", "H", "H", "H", "H", "H", "H", "H", "H", "H", "H", "H", "H", "H", "H", "H", "H", "H", "H", "H", "C", "P", "C", "C", "C", "P", "C", "C", "H", "H", "H", "H", "H", "H", "H", "H", "H", "H", "H", "H", "H", "H", "H", "H"], "positions_angstrom": [[1.025, -0.801, -0.454], [-2.128, -3.004, 1.072], [-2.461, -3.072, -0.423], [-3.959, -3.316, -0.617], [-1.660, -1.584, -1.214], [-1.844, -1.697, -3.069], [-3.232, -1.446, -3.654], [-1.257, -3.021, -3.559], [-2.528, -0.091, -0.683], [-3.928, -0.003, -0.677], [-4.600, 1.121, -0.243], [-6.104, 1.211, -0.233], [-3.828, 2.202, 0.191], [-2.453, 2.159, 0.183], [-1.743, 1.017, -0.257], [-0.374, 0.966, -0.302], [0.363, 2.088, 0.143], [0.606, 2.304, 1.510], [0.001, 1.397, 2.551], [1.360, 3.407, 1.904], [1.885, 4.300, 0.980], [2.700, 5.485, 1.425], [1.651, 4.063, -0.371], [0.908, 2.973, -0.804], [0.636, 2.753, -2.268], [-2.529, -3.877, 1.590], [-2.570, -2.110, 1.516], [-1.048, -2.973, 1.240], [-1.915, -3.914, -0.861], [-4.545, -2.661, 0.026], [-4.193, -4.346, -0.340], [-4.274, -3.170, -1.649], [-1.191, -0.878, -3.397], [-3.888, -2.301, -3.492], [-3.152, -1.292, -4.732], [-3.690, -0.557, -3.222], [-1.919, -3.850, -3.306], [-0.277, -3.215, -3.112], [-1.139, -3.010, -4.643], [-4.511, -0.839, -1.039], [-6.561, 0.343, -0.709], [-6.440, 2.104, -0.762], [-6.480, 1.276, 0.790], [-4.327, 3.103, 0.533], [-1.892, 3.028, 0.503], [-0.071, 0.367, 2.193], [-1.018, 1.716, 2.780], [0.579, 1.425, 3.475], [1.529, 3.578, 2.962], [2.430, 5.787, 2.436], [2.545, 6.334, 0.760], [3.766, 5.246, 1.418], [2.047, 4.757, -1.106], [1.041, 3.568, -2.865], [-0.438, 2.686, -2.447], [1.079, 1.815, -2.617], [5.082, -0.169, -1.760], [3.712, 0.033, -0.559], [4.154, 1.642, 0.188], [4.285, -1.150, 0.748], [3.432, -1.160, 2.026], [1.905, -2.198, 1.909], [2.611, -3.890, 1.844], [1.347, -2.142, 3.651], [5.046, -1.157, -2.218], [6.041, -0.039, -1.258], [4.987, 0.580, -2.546], [5.127, 1.578, 0.680], [3.396, 1.971, 0.901], [4.198, 2.388, -0.606], [5.317, -0.885, 0.994], [4.320, -2.148, 0.300], [3.119, -0.143, 2.290], [4.022, -1.536, 2.865], [3.388, -4.010, 2.600], [3.026, -4.110, 0.861], [1.812, -4.606, 2.037], [2.146, -2.486, 4.308], [0.477, -2.788, 3.775], [1.063, -1.126, 3.921]], "forces_ev_per_a": [[-0.639, -0.289, -0.704], [-0.012, -0.032, -0.096], [-0.001, 0.270, -0.027], [0.106, -0.061, -0.040], [-0.551, -0.345, -0.380], [-0.136, -0.022, 0.238], [0.125, 0.028, -0.010], [-0.010, 0.130, 0.028], [0.005, 0.070, 0.089], [0.105, 0.054, 0.019], [-0.145, 0.135, 0.041], [0.102, 0.013, 0.018], [-0.002, -0.134, -0.041], [0.195, -0.030, -0.058], [-0.521, 0.107, -0.008], [-0.442, 0.383, 0.086], [-0.008, -0.094, 0.012], [0.044, -0.053, -0.003], [0.021, 0.127, -0.082], [0.023, -0.009, -0.013], [-0.008, 0.047, 0.037], [-0.031, -0.074, -0.039], [-0.003, -0.025, -0.001], [0.036, 0.022, -0.001], [-0.026, 0.044, 0.155], [0.007, 0.009, 0.020], [0.008, -0.015, 0.031], [-0.004, -0.012, 0.046], [0.032, 0.017, -0.028], [-0.019, 0.000, -0.018], [-0.027, 0.014, 0.025], [-0.045, -0.031, 0.040], [-0.014, -0.001, -0.033], [-0.033, 0.040, -0.015], [-0.026, -0.028, -0.008], [-0.036, -0.009, -0.044], [0.034, -0.035, 0.004], [-0.001, -0.073, -0.040], [0.000, -0.014, -0.002], [0.006, 0.001, 0.002], [0.000, -0.009, 0.006], [-0.044, -0.022, -0.004], [-0.050, -0.019, -0.023], [0.016, 0.011, 0.001], [-0.002, 0.006, 0.011], [-0.030, -0.018, 0.042], [-0.023, -0.077, 0.018], [-0.008, -0.008, 0.009], [-0.008, 0.005, -0.004], [0.027, 0.016, 0.004], [0.026, 0.017, 0.014], [0.006, 0.035, 0.012], [-0.007, -0.002, -0.001], [0.020, -0.018, -0.020], [0.013, -0.035, -0.049], [-0.014, 0.013, -0.064], [-0.167, -0.037, 0.039], [1.761, 0.450, -0.062], [-0.102, -0.084, 0.020], [-0.062, 0.003, 0.040], [0.014, -0.006, -0.056], [0.510, -0.507, 1.079], [-0.064, 0.135, -0.101], [-0.085, 0.040, -0.184], [0.023, 0.006, -0.018], [0.023, 0.003, -0.024], [0.005, -0.013, -0.014], [0.015, 0.014, -0.021], [0.012, 0.007, -0.012], [-0.024, 0.020, 0.015], [0.011, -0.004, -0.007], [0.057, 0.002, 0.011], [0.026, -0.009, 0.052], [0.004, 0.025, 0.018], [-0.001, -0.026, 0.007], [0.019, -0.029, 0.019], [0.010, -0.022, -0.008], [-0.003, 0.008, 0.024], [-0.006, 0.014, 0.020], [-0.012, -0.009, 0.011]]}